[1]
A 2-piece molecular cluster, C7H20N4 overall at a distorted geometry, computed with ωB97M-V/def2-TZVPD.

Geometry as XYZ:
```
31
Properties=species:S:1:pos:R:3:forces:R:3
H -0.81021 1.39306 1.15165 0.2 0.1 0.3
N -0.33645 1.10264 2.01559 -1.2 -0.6 0.9
C -1.21938 0.87514 2.95119 1.2 0.5 -2.0
C -0.76431 0.33534 4.27050 -0.2 -0.5 0.3
N -2.56412 1.12796 2.79523 0.6 -0.4 0.1
N -3.15387 1.40883 1.56648 -0.1 0.3 0.1
H -1.61448 0.18479 4.96060 0.5 0.2 -0.1
H -0.24972 -0.63458 4.14011 -0.4 0.4 -0.1
H -0.01238 1.00743 4.67588 -0.2 0.1 0.2
H -3.18462 0.87672 3.52958 -0.5 -0.2 0.2
H -2.77665 2.27976 1.22227 -0.1 0.4 0.0
H -2.92461 0.71914 0.86229 0.1 -0.4 0.1
C -0.42278 0.90104 -2.14407 0.3 -0.5 0.3
C 0.25023 -0.45066 -1.83159 0.0 0.6 0.2
C 1.60200 -0.63794 -2.52811 0.0 -0.1 -0.3
N 1.45028 -0.64991 -4.00326 0.1 0.4 0.2
C 2.25072 -1.92139 -2.01257 0.6 0.2 -0.2
C 2.71610 -1.86030 -0.57253 0.1 0.2 0.4
H 0.01324 1.66987 -1.48122 -0.3 -0.2 -0.3
H -1.50293 0.83936 -2.00781 0.0 0.2 0.2
H -0.24250 1.17050 -3.17629 0.0 0.1 -0.2
H 0.40570 -0.46715 -0.75129 0.1 -0.1 0.0
H -0.38078 -1.32390 -2.03076 -0.1 0.2 -0.3
H 2.24977 0.23122 -2.30775 -0.2 -0.3 0.1
H 2.28097 -0.28839 -4.46466 -0.1 0.0 0.2
H 1.32622 -1.58094 -4.36885 -0.2 -0.3 0.1
H 1.54936 -2.74620 -2.14385 -0.1 -0.1 0.0
H 3.11713 -2.15037 -2.63722 0.0 0.0 -0.1
H 1.87053 -1.70921 0.10255 0.2 0.1 0.1
H 3.18702 -2.79603 -0.27462 0.1 0.0 0.0
H 3.45250 -1.04909 -0.41576 -0.4 -0.3 -0.1
```
Positions in Å, forces in eV/Å.

Results
spin multiplicity: 1
net charge: 0
Kohn-Sham gap: 10.02 eV
ΔE to the lowest compared entry with this formula, charge and spin: 0.0 kcal/mol
HOMO: -9.088 eV
SMILES: [H]/N=C(/C)NN.CCC(N)CC
LUMO level: 0.928 eV

Per-atom Löwdin charges, elementary charge units:
1. H 0.004
2. N 0.095
3. C -0.495
4. C -0.041
5. N -0.073
6. N 0.015
7. H 0.075
8. H 0.087
9. H 0.077
10. H 0.112
11. H 0.076
12. H 0.076
13. C -0.107
14. C -0.233
15. C -0.423
16. N 0.032
17. C -0.254
18. C -0.111
19. H 0.073
20. H 0.058
21. H 0.053
22. H 0.082
23. H 0.113
24. H 0.148
25. H 0.068
26. H 0.061
27. H 0.109
28. H 0.105
29. H 0.063
30. H 0.067
31. H 0.085

=====

[2]
C7H20N6OP as an isolated structure at a distorted geometry, computed with ωB97M-V/def2-TZVPD.

Geometry as XYZ:
```
35
Properties=species:S:1:pos:R:3:forces:R:3
C -1.42529 1.42978 0.41706 0.7 -0.4 0.2
C 1.91275 -1.20293 0.34937 -0.3 1.7 0.0
C -3.64976 1.71543 1.54121 0.0 -3.6 -1.9
C -0.12109 3.26542 -0.55893 3.3 -1.3 -2.7
C 4.12592 -1.32161 1.59313 0.5 -1.6 1.4
C 0.37895 -3.03804 -0.36289 1.4 -1.7 -0.8
C 0.16880 0.06209 -2.21719 -3.3 -1.2 -0.6
N -1.34175 0.08177 0.47894 0.5 -0.2 -0.2
N -2.47095 2.16824 0.85557 0.0 0.1 -0.7
N -0.25163 1.84528 -0.19367 -2.6 2.2 2.0
N 2.87468 -1.79000 1.00427 0.8 -3.4 0.9
N 0.81757 -1.67969 -0.19796 -1.0 0.3 0.7
N 1.72265 0.15232 0.23816 -2.0 -0.5 0.1
O -2.40875 -1.77627 -1.36464 0.6 -0.8 -0.4
P 0.09155 0.07338 -0.40811 0.8 0.1 -0.1
H -4.55482 2.23559 1.37971 -0.6 1.0 -0.6
H -3.82990 0.64489 1.36677 -0.1 0.3 -0.6
H -3.42920 1.66713 2.52005 0.5 0.4 3.8
H 0.08181 4.07931 0.14968 0.3 -0.9 0.4
H 0.70675 3.19233 -1.37519 -0.8 0.8 1.6
H -0.88557 3.60503 -1.19233 -1.8 0.2 -0.6
H 4.21514 -0.40445 1.18096 1.3 3.0 -1.7
H 4.05075 -1.04244 2.65896 -0.3 -0.8 -0.2
H 5.07044 -1.98794 1.45687 -2.1 1.0 -0.2
H -0.63685 -3.24951 -0.03278 0.1 0.4 0.1
H 0.45909 -3.23110 -1.46376 -0.4 -0.2 0.9
H 1.08631 -3.80832 0.13357 -1.0 1.3 -0.6
H 1.17773 -0.17738 -2.47140 0.8 0.7 -0.5
H -0.39824 -0.89492 -2.60509 0.8 1.9 0.9
H -0.37537 0.99742 -2.62402 1.5 -1.6 0.4
H -2.51050 3.13896 1.07805 1.7 0.9 -0.9
H -2.70880 -1.16280 -2.03658 -0.5 0.1 0.2
H 2.69828 -2.78518 1.18306 0.0 0.6 -0.3
H -2.95698 -1.72039 -0.58013 -0.2 0.4 -0.1
H 2.31628 0.91861 0.09930 1.2 0.8 0.2
```
Positions in Å, forces in eV/Å.

Results
spin multiplicity: 1
net charge: +1
Kohn-Sham gap: 9.76 eV
ΔE to the lowest compared entry with this formula, charge and spin: 13.0 kcal/mol
HOMO: -12.010 eV
LUMO level: -2.249 eV

Per-atom Löwdin charges, elementary charge units:
1. C -0.470
2. C -0.443
3. C -0.061
4. C -0.089
5. C -0.028
6. C -0.063
7. C -0.145
8. N -0.027
9. N 0.050
10. N -0.170
11. N 0.064
12. N -0.104
13. N 0.048
14. O -0.078
15. P 0.802
16. H 0.087
17. H 0.095
18. H 0.052
19. H 0.085
20. H 0.111
21. H 0.051
22. H 0.032
23. H 0.102
24. H 0.140
25. H 0.078
26. H 0.101
27. H 0.109
28. H 0.036
29. H 0.079
30. H 0.091
31. H 0.137
32. H 0.038
33. H 0.154
34. H 0.035
35. H 0.100